A structure of composition C15H27NO7PSSbZr, computed with wB97M-V/def2-TZVPD.

Positions of all 54 atoms, in Å:
Zr (-0.45491, 0.38289, -0.86922)
C (1.18375, -3.16561, 6.67412)
C (0.86788, -2.50206, 5.36952)
C (1.44410, -2.95581, 4.18118)
C (1.18106, -2.33335, 2.97678)
C (0.31415, -1.23697, 2.98494)
C (-0.28624, -0.75783, 4.15054)
C (0.00575, -1.40007, 5.33398)
S (-0.07931, -0.52720, 1.48873)
O (0.93518, -0.87551, 0.41675)
O (-0.14094, 0.95603, 1.44415)
N (-1.46596, -0.84793, 0.80166)
C (-1.76355, -2.20462, 0.31139)
C (-1.31381, -2.25121, -1.14496)
O (-0.79192, -3.14836, -1.71198)
O (-1.48610, -0.99971, -1.73808)
H (1.57599, -4.16947, 6.52751)
H (0.30164, -3.21979, 7.31046)
H (1.93772, -2.58567, 7.21100)
H (2.11233, -3.80652, 4.20198)
H (1.63790, -2.67293, 2.05769)
H (-0.95143, 0.09527, 4.12751)
H (-0.43952, -1.04451, 6.25403)
H (-2.84042, -2.36422, 0.36488)
H (-1.27571, -3.00502, 0.86693)
C (3.65827, 0.63222, -2.53528)
Sb (1.75471, -0.23932, -2.85441)
C (2.15860, -2.29850, -3.09261)
C (1.23013, 0.42171, -4.79922)
H (4.32379, 0.31803, -3.33652)
H (4.04928, 0.29567, -1.57778)
H (3.57070, 1.71650, -2.53701)
H (2.93034, -2.42101, -3.84901)
H (1.23981, -2.79901, -3.38716)
H (2.49733, -2.69679, -2.13888)
H (1.99460, 0.09422, -5.50065)
H (1.16649, 1.50777, -4.80840)
H (0.27063, -0.00985, -5.07689)
C (-2.69549, 5.22226, -2.60514)
O (-2.22578, 4.11980, -1.76298)
P (-1.88747, 2.69963, -2.34699)
O (-2.28484, 1.75050, -0.99538)
C (-3.66974, 1.34145, -0.75100)
O (-0.25880, 2.46635, -1.87142)
C (0.45232, 3.41416, -0.99524)
H (-3.28372, 5.86064, -1.95616)
H (-3.31082, 4.84286, -3.41822)
H (-1.83823, 5.76430, -2.99329)
H (-3.65185, 0.74880, 0.15759)
H (-4.02884, 0.75239, -1.59259)
H (-4.27092, 2.23538, -0.60832)
H (1.06893, 4.05452, -1.61893)
H (1.08754, 2.84103, -0.31787)
H (-0.25458, 4.00451, -0.42176)

Force components x, y, z for each atom (eV/Å):
Zr -0.477 0.518 0.186
C -0.003 -0.008 -0.007
C 0.020 -0.025 0.023
C 0.018 0.000 -0.039
C -0.065 0.082 0.120
C 0.169 -0.122 -0.018
C -0.012 -0.018 0.015
C -0.029 0.044 -0.002
S -0.074 0.142 -0.519
O 0.002 -0.154 0.063
O 0.103 0.066 -0.127
N -0.096 -0.065 0.130
C 0.046 0.178 -0.039
C -0.076 -0.274 0.070
O -0.158 -0.039 -0.105
O 0.523 0.034 0.018
H 0.000 0.000 0.003
H -0.002 0.000 -0.001
H 0.001 0.005 -0.006
H -0.001 0.000 0.012
H 0.000 -0.009 -0.005
H -0.003 0.003 -0.009
H -0.001 -0.001 -0.001
H 0.002 -0.015 -0.011
H 0.042 0.008 -0.013
C -0.071 -0.030 0.004
Sb -0.093 0.036 0.166
C -0.050 0.080 0.073
C -0.001 -0.035 0.081
H 0.016 0.009 0.005
H 0.032 0.015 -0.005
H 0.036 0.006 0.000
H 0.000 -0.009 -0.008
H 0.020 -0.042 -0.015
H 0.020 -0.044 -0.022
H 0.000 0.003 -0.011
H -0.008 0.002 -0.030
H 0.005 0.013 -0.038
C -0.058 0.052 -0.048
O 0.093 -0.038 0.038
P -0.082 0.175 0.116
O 0.362 -0.334 -0.163
C -0.056 0.065 -0.020
O -0.208 -0.238 0.154
C 0.115 0.124 -0.001
H -0.002 -0.015 0.009
H 0.014 -0.021 -0.002
H 0.013 -0.015 0.025
H 0.002 0.001 -0.001
H 0.013 0.001 -0.004
H 0.006 -0.001 0.010
H -0.011 -0.036 -0.037
H 0.003 -0.028 -0.030
H -0.041 -0.045 0.017

The energy above the lowest of the compared OMol25 structures with the same formula, charge and spin is 0.000 eV. The value obtained for the HOMO energy is -14.96 eV. For the LUMO energy, the calculation gives -6.64 eV. The value obtained for the total energy is -59745.2965 eV. As for the charge: +2. The HOMO-LUMO gap comes out at 8.322 eV.

Mulliken atomic charge list, values in e, 8 entries:
1 Zr 1.08
2 C -1.45
3 C 0.91
4 C -0.94
5 C -0.41
6 C 0.29
7 C -0.57
8 C -0.89